1.
# C56H61F15O10

11 unconnected molecules or ions with the total composition C56H61F15O10 at a distorted geometry (ωB97M-V/def2-TZVPD, OMol25).

Geometry (Å):
C  -2.7848  4.2357  -4.9186
C  -1.7869  4.7094  -4.0228
C  -1.2147  3.8015  -3.1031
C  -1.4352  2.4409  -3.2117
C  -2.3606  2.0107  -4.1348
C  -3.0320  2.8857  -4.9592
H  -3.4124  4.7472  -5.6333
H  -1.6487  5.7791  -3.9667
H  -0.5919  4.1414  -2.2888
H  -0.7978  1.7824  -2.6404
H  -2.5815  0.9536  -4.1414
H  -3.7445  2.4464  -5.6417
C  7.9762  1.6207  0.9084
C  6.8807  2.4342  0.5561
C  5.7278  2.3705  1.3162
C  5.6809  1.5735  2.4810
C  6.7774  0.8000  2.8335
C  7.8591  0.7600  1.9786
H  8.8705  1.5965  0.3035
H  7.0091  3.0716  -0.3062
H  4.8194  2.8858  1.0412
H  4.7785  1.6097  3.0733
H  6.7433  0.1274  3.6779
H  8.6505  0.0868  2.2730
C  1.3005  1.7579  -5.3597
C  0.7243  1.6890  -6.5884
C  0.3045  0.4440  -7.1212
C  0.5862  -0.7275  -6.4703
C  1.2155  -0.6461  -5.2882
C  1.5775  0.5551  -4.7222
H  1.6454  2.7247  -5.0242
H  0.5227  2.6677  -6.9982
H  -0.3167  0.4719  -8.0042
H  0.2082  -1.6405  -6.9062
H  1.3873  -1.6510  -4.9316
H  1.9773  0.7149  -3.7318
C  7.4810  -4.2960  2.7728
C  7.6357  -4.2935  1.4042
C  7.1250  -3.3040  0.5816
C  6.5073  -2.2781  1.1288
C  6.2495  -2.2787  2.5198
C  6.8105  -3.2265  3.3420
H  7.8872  -5.1076  3.3582
H  8.2001  -4.9623  0.7713
H  7.2354  -3.2324  -0.4903
H  6.2146  -1.4452  0.5068
H  5.5787  -1.5908  3.0128
H  6.5602  -3.2237  4.3926
C  2.0512  1.5746  4.9190
C  1.8738  2.8994  5.3106
C  1.3472  3.8297  4.3848
C  1.1752  3.5021  3.0528
C  1.3774  2.1986  2.6269
C  1.8108  1.2517  3.5576
H  2.5526  0.8298  5.5192
H  2.0982  3.2186  6.3177
H  1.2205  4.8870  4.5649
H  0.8626  4.2597  2.3495
H  1.2067  2.0591  1.5696
H  1.9746  0.2597  3.1632
C  -4.0539  -2.9624  5.4404
C  -3.3851  -2.7530  4.2273
C  -3.4183  -1.5090  3.5953
C  -4.1131  -0.4342  4.1035
C  -4.7602  -0.6810  5.3225
C  -4.7436  -1.8947  5.9942
H  -3.9155  -3.9110  5.9379
H  -2.8773  -3.5604  3.7208
H  -3.0032  -1.5060  2.5983
H  -4.3014  0.4931  3.5829
H  -5.4384  0.0764  5.6869
H  -5.2897  -1.9655  6.9233
C  -2.7875  3.7813  -0.1151
C  -3.3793  3.3479  1.2428
O  -2.7361  3.9295  2.3715
C  -3.3391  3.8039  3.5889
O  -4.3039  3.0324  3.8585
C  -2.7999  4.7699  4.6504
F  -3.8096  5.1997  5.4043
F  -1.8636  4.2285  5.4274
F  -2.2649  5.7971  4.1129
H  -3.0658  4.7369  -0.5596
H  -3.1177  3.1176  -0.9142
H  -1.6982  3.7818  -0.0765
H  -3.3884  2.2765  1.4429
H  -4.3997  3.7135  1.1280
C  -5.7114  0.6194  0.6257
C  -6.2178  0.9864  -0.7922
O  -5.9188  2.2664  -1.2226
C  -5.9810  2.6698  -2.5393
O  -6.3482  1.8779  -3.4509
C  -6.0913  4.1856  -2.6818
F  -6.3368  4.6238  -3.9847
F  -7.1592  4.5758  -2.0373
F  -5.0404  4.8260  -2.1778
H  -6.2175  1.1933  1.4020
H  -4.6243  0.5923  0.5516
H  -6.1171  -0.3046  1.0378
H  -7.2804  0.8240  -0.9728
H  -5.7905  0.2680  -1.4918
C  3.0529  -0.1747  -0.0622
C  1.9613  -0.6899  -1.0281
O  0.7219  -0.4698  -0.5316
C  -0.3507  -0.7059  -1.1972
O  -0.3429  -1.1001  -2.3798
C  -1.6233  -0.7333  -0.3925
F  -1.5046  0.3385  0.4123
F  -2.7530  -0.5159  -1.1410
F  -1.6592  -1.8490  0.2891
H  2.8271  0.8366  0.2762
H  4.0526  -0.2502  -0.4900
H  3.1423  -0.8446  0.7931
H  2.1179  -1.7331  -1.3026
H  2.1256  -0.1218  -1.9437
C  -2.7140  -4.2956  -2.3520
C  -3.7531  -3.4663  -3.0786
O  -3.2736  -2.6238  -4.1192
C  -3.3592  -3.0359  -5.3980
O  -3.8297  -4.0980  -5.7788
C  -2.7130  -1.9682  -6.4317
F  -3.6396  -1.5844  -7.3794
F  -2.2128  -0.8929  -5.7598
F  -1.8199  -2.6808  -7.0368
H  -2.1108  -4.9379  -2.9937
H  -3.1835  -4.8717  -1.5547
H  -2.0072  -3.6343  -1.8507
H  -4.2650  -2.8282  -2.3583
H  -4.5862  -4.0769  -3.4267
C  4.2614  -6.1993  2.1019
C  3.9425  -5.1067  1.0736
O  2.5408  -4.7563  1.2755
C  2.0588  -3.7667  2.0675
O  2.7215  -3.0311  2.8254
C  0.5487  -3.8845  2.1141
F  0.0193  -4.6021  1.1700
F  0.2512  -4.3808  3.3018
F  0.1669  -2.6278  2.1068
H  3.5208  -6.9990  2.1028
H  4.5582  -5.9517  3.1210
H  5.1327  -6.8026  1.8473
H  3.9534  -5.5491  0.0775
H  4.5606  -4.2094  1.1061

Values from the calculation:
**HOMO energy (spin up / spin down)**: 0.057 / -5.919 eV
**Net charge**: -1
**<S²>**: 0.753
**LUMO energy (spin up / spin down)**: 1.690 / 1.691 eV
**Frontier orbital gap (spin up / spin down)**: 0.0600 / 0.2796 Ha
**Molecular weight**: 1179.1 g mol⁻¹
**2S+1**: 2

---

2.
# C12H16NOP

C12H16NOP in the gas phase at a distorted geometry (ωB97M-V/def2-TZVPD, OMol25).

Geometry (Å):
C  2.0126  0.4286  3.2749
C  1.3888  -0.8507  3.3254
C  2.5419  0.9486  2.1301
C  1.0555  -1.5558  2.1476
C  2.5921  0.6186  -0.4139
C  1.8625  -0.0954  -1.3601
C  2.1795  0.3437  0.9047
C  1.3477  -0.7585  1.0653
C  -3.1178  -0.2918  -1.5390
C  -1.6477  0.8835  0.1561
C  -1.1490  1.0728  -2.3629
C  -1.6675  0.2283  -1.2287
N  1.0477  -1.1301  -0.9542
O  -1.0330  -2.3651  -0.2080
P  -0.5546  -1.3852  -1.1597
H  2.1825  0.8537  4.1770
H  0.8967  -1.1005  4.3361
H  3.2639  1.6239  2.2944
H  0.6880  -2.6169  1.8967
H  3.1416  1.4999  -0.4756
H  1.9778  0.0621  -2.4497
H  -3.4327  -0.7983  -2.4477
H  -3.2550  -1.0968  -0.8535
H  -3.8096  0.4582  -1.3356
H  -1.2843  1.9487  0.0469
H  -0.8587  0.3725  0.7326
H  -2.6199  0.8655  0.6106
H  -1.9274  1.6197  -2.7826
H  -0.3697  1.6122  -1.9585
H  -0.7477  0.4138  -3.1147
H  -0.7044  -1.8093  -2.4541

Values from the calculation:
**HOMO energy**: -8.187 eV
**LUMO energy**: 0.204 eV
**Frontier orbital gap**: 0.3083 Ha
**Molecular weight**: 221.2 g mol⁻¹

---

3.
# C33H84ClN9O22P3

A molecular structure, C33H84ClN9O22P3 at a distorted geometry (ωB97M-V/def2-TZVPD, OMol25).

Geometry (Å):
Cl  0.8519  -1.4283  0.0036
O  0.3195  -2.8117  -0.0114
O  0.0886  -0.4853  0.7875
O  2.1844  -1.3962  0.4244
O  0.7107  -1.0497  -1.3080
O  -1.9141  4.4812  0.0013
P  -2.1717  3.4146  1.0791
N  -0.7753  2.4581  1.4531
C  -0.1477  1.7072  0.3756
C  0.2267  2.9297  2.4064
N  -3.3991  2.2238  0.7285
C  -4.6915  2.5979  0.1717
C  -3.4959  0.9243  1.3770
N  -2.6602  4.0583  2.6018
C  -2.5444  5.4828  2.8190
C  -2.8191  3.2221  3.8261
H  -0.7269  1.8841  -0.5307
H  -0.2636  0.6713  0.6945
H  0.9272  1.8869  0.3556
H  1.0916  2.2786  2.5330
H  -0.2147  2.9966  3.4008
H  0.6159  3.8953  2.0838
H  -4.5366  3.2867  -0.6587
H  -5.2872  1.7150  -0.0603
H  -5.2530  3.0760  0.9744
H  -3.8888  0.2581  0.6090
H  -2.5163  0.5553  1.6806
H  -4.1645  0.8993  2.2376
H  -2.6642  6.1799  1.9897
H  -3.3446  5.8124  3.4817
H  -1.7123  5.6644  3.4992
H  -3.8537  2.9215  3.9913
H  -2.5230  3.7809  4.7139
H  -2.2189  2.3152  3.7518
O  -1.0744  -1.5030  -2.7109
P  -1.6728  -0.1419  -2.9977
N  -3.0237  -0.1027  -4.1353
C  -4.3560  -0.4925  -3.6352
C  -2.6410  -0.6147  -5.4819
N  -0.4781  0.9680  -3.5808
C  0.6777  1.2996  -2.7106
C  -0.6635  2.0792  -4.5566
N  -2.2510  0.7623  -1.5933
C  -1.8655  0.3564  -0.2932
C  -2.4596  2.2019  -1.5887
H  -4.6092  -0.2942  -2.5937
H  -4.4606  -1.5615  -3.8203
H  -5.0972  0.0133  -4.2540
H  -3.4402  -0.4708  -6.2089
H  -2.6712  -1.7029  -5.5362
H  -1.6564  -0.3035  -5.8311
H  0.3336  1.9833  -1.9346
H  1.0156  0.3535  -2.2877
H  1.5026  1.7262  -3.2812
H  -0.7873  3.0331  -4.0439
H  0.1637  2.1617  -5.2616
H  -1.6163  1.9362  -5.0664
H  -1.8534  -0.7298  -0.2040
H  -0.8049  0.5741  -0.1679
H  -2.3881  0.8530  0.5243
H  -3.2739  2.3684  -0.8834
H  -2.7130  2.6740  -2.5379
H  -1.5979  2.7285  -1.1784
O  4.6269  3.2770  0.2063
P  3.1832  3.2500  -0.1063
N  2.4110  1.9241  0.6138
C  2.6314  1.8277  2.0377
C  2.1226  0.6161  -0.1137
N  2.8972  3.2612  -1.8123
C  1.4990  3.4128  -2.2501
C  3.8945  4.0270  -2.6800
N  2.4494  4.7120  0.5563
C  1.0145  4.8358  0.5772
C  3.1327  5.9469  0.4187
H  2.6312  2.8659  2.3698
H  3.6162  1.3773  2.1619
H  1.9156  1.2809  2.6515
H  1.0640  0.3632  -0.1743
H  2.7112  -0.1632  0.3702
H  2.5030  0.6061  -1.1352
H  1.2829  4.4804  -2.2087
H  1.4063  3.1115  -3.2935
H  0.7938  2.8403  -1.6477
H  3.5970  3.8540  -3.7143
H  3.8035  5.1023  -2.5267
H  4.9325  3.7568  -2.4858
H  0.4638  3.9056  0.7174
H  0.7789  5.5256  1.3877
H  0.6514  5.2410  -0.3673
H  4.2091  5.7754  0.4221
H  2.9684  6.6553  1.2306
H  2.6968  6.4868  -0.4219
C  0.6942  -5.0744  1.2648
O  -0.4579  -5.6135  0.7174
C  -0.9995  -5.2267  -0.3867
O  -0.5809  -4.3986  -1.1561
O  -2.1206  -5.8249  -0.6409
C  -2.6806  -6.8111  0.2606
H  0.8266  -4.0251  1.0013
H  1.6420  -5.5522  1.0170
H  0.6083  -5.0944  2.3512
H  -1.9798  -7.6358  0.3901
H  -3.5588  -7.2143  -0.2437
H  -3.1177  -6.3183  1.1291
C  2.4466  -1.1919  2.8292
O  1.3104  -1.9558  2.4842
C  0.5282  -2.3942  3.4688
O  0.6383  -2.0618  4.6604
O  -0.3381  -3.1913  2.8959
C  -1.3220  -3.8631  3.6022
H  2.0770  -0.2091  3.1219
H  3.1001  -1.1696  1.9571
H  3.0359  -1.6801  3.6054
H  -1.9643  -4.4742  2.9680
H  -1.9724  -3.1679  4.1331
H  -0.7288  -4.4422  4.3099
C  -4.5990  -1.5116  2.2245
O  -3.3146  -0.9230  2.6430
C  -2.9404  -1.0810  3.9443
O  -3.6443  -1.6057  4.8043
O  -1.7174  -0.5322  4.2116
C  -0.8175  0.0268  3.2570
H  -4.4439  -1.5023  1.1456
H  -5.4028  -0.8195  2.4756
H  -4.7658  -2.5510  2.5069
H  -0.8087  -0.4492  2.2765
H  0.2147  0.0745  3.6042
H  -1.0740  1.0779  3.1246
C  3.6545  -0.5556  -2.0025
O  4.0050  -1.9162  -2.1383
C  3.0985  -2.8543  -2.6595
O  1.8992  -2.6087  -2.8463
O  3.7191  -4.0358  -2.9040
C  5.1180  -4.2329  -2.7877
H  2.8594  -0.1454  -2.6251
H  4.5562  0.0567  -2.0147
H  3.2554  -0.5537  -0.9882
H  5.4135  -4.3736  -1.7480
H  5.7641  -3.3897  -3.0320
H  5.2558  -5.0815  -3.4577
C  2.4456  -6.7978  -1.9234
O  3.1373  -5.8707  -1.1518
C  2.5703  -4.7258  -0.7756
O  1.4535  -4.2930  -1.1154
O  3.4670  -4.1789  0.0635
C  3.1442  -3.1370  0.8319
H  2.4569  -7.7868  -1.4652
H  2.7971  -6.7516  -2.9542
H  1.3663  -6.6462  -1.9112
H  3.4151  -2.2246  0.3008
H  3.8533  -3.2692  1.6491
H  2.1677  -2.9586  1.2822

Values from the calculation:
**HOMO energy**: -3.604 eV
**Net charge**: -1
**LUMO energy**: 2.271 eV
**Frontier orbital gap**: 0.2159 Ha
**Molecular weight**: 1087.5 g mol⁻¹